Entry 1:
Computed, not measured: 18 unconnected molecules or ions with the total composition H37O18 at a distorted geometry, with the ωB97M-V functional and the def2-TZVPD basis.

CARTESIAN COORDINATES (ANGSTROEM)
1 O 1.52846 -2.39459 -3.44378
2 H 3.95135 -2.24138 0.04865
3 H 1.63181 -2.77435 -4.32302
4 O 4.21753 4.08151 0.94866
5 H -2.99471 -3.26932 0.03420
6 O 2.22815 0.12421 -3.81934
7 H 1.47038 -0.13228 -3.27693
8 H -0.02685 2.98772 -3.32770
9 O -2.01384 -5.88172 -0.59384
10 H 3.59764 4.71052 0.51469
11 H -1.17417 -5.48516 -0.73644
12 O -0.44340 -3.15026 -2.24465
13 H -0.71767 -2.14888 -2.38836
14 H -0.38602 -3.15441 -1.25902
15 O -2.00236 -3.26460 0.38564
16 H -1.83506 -2.31240 0.42398
17 H -1.35933 3.55300 -4.02039
18 O -3.01583 -0.10597 -4.12846
19 H 1.08807 1.63069 3.62953
20 H -1.08483 0.46497 -1.78273
21 O -0.75944 3.23737 -0.52974
22 H -1.70287 3.15288 -0.84269
23 H -0.30391 3.68853 -1.29199
24 O 2.83535 0.20152 4.58491
25 H 3.41936 -0.30262 5.18041
26 H -2.49744 -1.49032 4.40914
27 O -0.95159 3.24837 -3.18287
28 H -3.48469 0.71879 -4.04926
29 H -2.71661 -5.35694 -0.95875
30 O -1.04264 -0.49015 0.49540
31 H -0.89721 -0.21829 1.44391
32 H -0.15417 -0.58528 0.15420
33 O 0.69727 -2.47390 0.57499
34 H -0.05727 -2.22286 1.08289
35 H 1.47624 -2.29203 1.08818
36 O 4.15971 -2.76876 -0.72044
37 H 2.24359 0.75450 5.15103
38 H 4.56792 -3.46807 -0.20714
39 O 0.31572 5.32394 3.21218
40 H 1.14559 5.38348 3.70060
41 H -0.49296 5.59833 3.59887
42 O -2.58080 3.05116 3.66605
43 H -2.63156 2.83847 2.74951
44 H -3.12222 3.81184 3.74567
45 O -3.02552 -2.30241 4.44708
46 H 2.08843 -1.60633 -3.59595
47 H 0.58214 -2.94279 -2.67378
48 O -0.81848 -0.33897 -2.28667
49 H 3.08820 0.21823 -3.43053
50 H -1.60145 -0.32317 -2.95852
51 O 0.49603 1.98904 2.93596
52 H 4.91138 3.90864 0.30873
53 H 0.19999 2.87571 3.28358
54 H -2.16768 0.05666 -4.56001
55 H -3.87775 -2.11184 4.83438

Atoms 1-2, force components in eV/Å:
0.6 -0.4 -1.0
-0.4 1.0 0.0

Gap between HOMO and LUMO (alpha / beta): 9.69 / 1.54 eV
Energy relative to the best compared isomer or geometry (same formula, charge and spin): 2.464 eV
Expectation value of S²: 0.76
Total charge: +2
Max |F|: 0.0665 hartree/bohr
E_tot: -37434.5639 eV
Multiplicity: 2



Entry 2:
Computed, not measured: a molecular structure, H3INO2P at a distorted geometry, with the ωB97M-V functional and the def2-TZVPD basis.

CARTESIAN COORDINATES (ANGSTROEM)
1 N -0.27977 0.46544 2.00293
2 O 0.30455 -1.63355 0.99058
3 O 0.12351 -0.56564 -3.27833
4 P 0.92688 -0.32648 1.24660
5 I -0.18308 2.51535 2.36730
6 H -1.22991 0.19970 2.18504
7 H 0.02035 0.32413 -3.15207
8 H 0.31747 -0.97895 -2.36205

Atoms 1-2, force components in eV/Å:
-0.2 2.7 0.8
0.4 -0.8 -0.5

Gap between HOMO and LUMO: 9.04 eV
Energy relative to the best compared isomer or geometry (same formula, charge and spin): 0.714 eV
Max |F|: 0.0993 hartree/bohr
E_tot: -23022.8562 eV



Entry 3:
Computed, not measured: 2 unconnected molecules or ions with the total composition H3INP at a distorted geometry, with the ωB97M-V functional and the def2-TZVPD basis.

CARTESIAN COORDINATES (ANGSTROEM)
1 N 3.67848 0.07941 0.45476
2 P 2.22991 0.52116 0.27229
3 I -4.64788 0.07777 0.04536
4 H 4.39606 0.61961 -0.02660
5 H -4.52788 1.57069 -0.38964
6 H 1.94909 1.68447 -0.67087

Atoms 1-2, force components in eV/Å:
1.5 0.6 -0.5
-2.8 0.2 0.0

SMILES: [H]/N=P\[H].I
Gap between HOMO and LUMO: 9.29 eV
Energy relative to the best compared isomer or geometry (same formula, charge and spin): 2.012 eV
Max |F|: 0.0542 hartree/bohr
E_tot: -18926.3904 eV



Entry 4:
Computed, not measured: a molecular structure, H3InO3, with the ωB97M-V functional and the def2-TZVPD basis.

CARTESIAN COORDINATES (ANGSTROEM)
1 In -8.77693 42.44966 -15.46857
2 O -3.40470 43.44021 -16.05011
3 H -2.59762 42.89827 -16.14734
4 O -14.14709 42.97347 -14.95711
5 H -14.71910 42.22786 -15.22431
6 O -7.74887 39.42257 -19.77293
7 H -8.34787 38.66251 -19.90719

Atoms 1-2, force components in eV/Å:
0.0 0.0 -0.2
0.1 -0.3 0.0

Gap between HOMO and LUMO: 1.47 eV
Energy relative to the best compared isomer or geometry (same formula, charge and spin): 12.214 eV
Max |F|: 0.0092 hartree/bohr
E_tot: -11350.7294 eV



Entry 5:
Computed, not measured: 3 unconnected molecules or ions with the total composition H3N2O at a distorted geometry, with the ωB97M-V functional and the def2-TZVPD basis.

CARTESIAN COORDINATES (ANGSTROEM)
1 N 0.90188 0.43366 -0.14749
2 N 0.35707 0.47299 0.90558
3 O -1.91436 -0.15778 0.46143
4 H 0.81914 0.99987 -0.96497
5 H 1.53374 -0.66038 -0.79852
6 H -1.69748 -1.08836 0.54396

Atoms 1-2, force components in eV/Å:
0.8 -2.4 -0.4
0.4 -0.1 -0.7

Gap between HOMO and LUMO: 6.94 eV
Energy relative to the best compared isomer or geometry (same formula, charge and spin): 3.503 eV
Total charge: -1
Max |F|: 0.0489 hartree/bohr
E_tot: -5071.7924 eV



Entry 6:
Computed, not measured: a single H3N2O2P molecule at a distorted geometry, with the ωB97M-V functional and the def2-TZVPD basis.

CARTESIAN COORDINATES (ANGSTROEM)
1 N 0.51769 -0.13398 0.53431
2 N -2.22328 0.25557 -0.16399
3 O -2.55656 1.10849 -0.95318
4 O -2.83860 -0.10884 0.83089
5 P -0.72053 -0.80456 -0.52887
6 H 1.02341 0.66006 0.08717
7 H 1.08769 -0.81516 0.91304
8 H -1.05908 -1.81055 0.42685

Atoms 1-2, force components in eV/Å:
-2.3 2.6 -2.5
0.0 -1.0 1.2

SMILES: NP[N+](=O)[O-]
Gap between HOMO and LUMO: 9.34 eV
Energy relative to the best compared isomer or geometry (same formula, charge and spin): 3.556 eV
Max |F|: 0.0828 hartree/bohr
E_tot: -16409.3190 eV



Entry 7:
Computed, not measured: 2 unconnected molecules or ions with the total composition H3N2OS at a distorted geometry, with the ωB97M-V functional and the def2-TZVPD basis.

CARTESIAN COORDINATES (ANGSTROEM)
1 N -0.59161 2.02051 -1.99785
2 N 0.04078 0.99647 -2.82691
3 O -0.04631 3.10397 -1.71032
4 S -0.07066 -4.78721 5.24815
5 H -1.27107 1.63707 -1.30849
6 H 0.83821 1.35674 -3.27201
7 H 1.10065 -4.32755 5.86742

Atoms 1-2, force components in eV/Å:
6.2 -3.2 -2.4
-5.9 2.5 4.4

Gap between HOMO and LUMO (alpha / beta): 2.97 / 2.96 eV
Energy relative to the best compared isomer or geometry (same formula, charge and spin): 2.945 eV
Total charge: -1
Max |F|: 0.1500 hartree/bohr
E_tot: -15908.3761 eV



Entry 8:
Computed, not measured: a molecular structure, H3N2OS at a distorted geometry, with the ωB97M-V functional and the def2-TZVPD basis.

CARTESIAN COORDINATES (ANGSTROEM)
1 N -1.12414 0.44610 -0.00356
2 N -0.78542 -0.74382 -0.15385
3 O -1.48326 -1.69822 -0.16635
4 S 2.02892 -0.78022 0.04263
5 H -2.14444 0.53590 0.04931
6 H 1.62082 0.43031 -0.37926
7 H 0.44050 -0.73707 -0.05418

Atoms 1-2, force components in eV/Å:
-1.3 6.5 0.8
3.9 0.9 -1.0

Gap between HOMO and LUMO (alpha / beta): 4.55 / 6.78 eV
Energy relative to the best compared isomer or geometry (same formula, charge and spin): 0.863 eV
Expectation value of S²: 2.01
Total charge: -1
Max |F|: 0.1401 hartree/bohr
E_tot: -15906.6680 eV
Multiplicity: 3